No. 1
Formula: CH30O14
Source: the Open Molecules 2025 dataset
Level of theory: the ωB97M-V functional and the def2-TZVPD basis

- energy above the lowest of the compared OMol25 structures with the same formula, charge and spin (kJ/mol) = 501.7
- gap between HOMO and LUMO (eV) = 8.32
- calculated total energy (Eh) = -1109.24785
- lowest unoccupied orbital energy (eV) = -1.293

The geometry in ORCA input format:
```
! wB97M-V def2-TZVPD RIJCOSX def2/J DEFGRID3
* xyz 0 1
O -1.93222 2.03787 -0.23618
H -2.43122 2.36587 -0.93518
H -1.50022 2.77887 -0.04718
H -1.43422 1.31487 -0.68018
C 0.01978 -0.23913 -0.31018
O -0.42122 0.22387 -1.58318
H 0.17978 -1.28513 -0.26718
H -0.50822 0.13087 0.52382
H 0.91178 0.26487 0.01582
O -0.99522 1.41887 2.79982
H -1.73522 2.05287 2.91882
H -1.30322 0.54387 2.72882
O 3.77578 0.09687 1.54082
H 3.27478 0.78087 1.86482
H 3.09578 -0.60113 1.78782
O -1.55422 -2.02813 2.67682
H -1.24022 -2.29013 1.88482
H -0.88722 -2.21213 3.39282
O -0.32222 -4.13913 0.63182
H -0.54922 -5.11113 0.98182
H -0.82322 -3.98813 -0.09318
O -2.46522 -1.54113 -1.55518
H -2.42122 -2.11013 -2.34718
H -1.74322 -1.05413 -1.52818
O 1.87078 1.66587 2.63882
H 1.73378 2.30287 1.92582
H 1.00578 1.34487 2.70582
O 2.26878 1.73987 -2.14318
H 1.99378 2.22987 -2.99018
H 1.64478 1.11287 -1.83818
O -3.37622 -0.69913 0.76682
H -3.45822 -1.12813 1.62682
H -3.22722 -1.32013 0.06682
O 1.04378 -0.96513 -3.43918
H 1.97778 -0.40013 -3.60718
H 0.71078 -0.66913 -2.57518
O 2.01378 3.14987 0.11582
H 1.17078 3.64187 -0.01518
H 2.38178 2.75787 -0.61618
O 2.04478 -2.31813 1.47382
H 2.57278 -3.10713 1.11082
H 1.44178 -1.89013 0.89982
O -0.68822 1.86787 -3.68218
H -1.61322 2.04187 -3.60018
H -0.50322 1.23087 -2.99018
*
```

Löwdin atomic charge list, values in e, 5 entries: 0.380 0.144 0.095 0.096 -0.217

---

No. 2
Formula: C4H7NO
Source: the Open Molecules 2025 dataset
Level of theory: the ωB97M-V functional and the def2-TZVPD basis

- energy above the lowest of the compared OMol25 structures with the same formula, charge and spin (kJ/mol) = 262.9
- gap between HOMO and LUMO (eV) = 11.12
- calculated total energy (Eh) = -286.53150
- lowest unoccupied orbital energy (eV) = 1.046

The geometry in ORCA input format:
```
! wB97M-V def2-TZVPD RIJCOSX def2/J DEFGRID3
* xyz 0 1
C -0.90018 -0.01618 -1.40277
C -0.20434 -0.53472 -0.08349
C 0.95854 0.37593 -0.06756
N 1.47761 0.35594 1.55725
C 0.40738 0.03215 2.12131
O -0.83192 -0.33027 1.16002
H -1.62307 -0.77302 -1.66380
H -1.39698 0.94389 -1.22702
H -0.24085 0.11163 -2.29357
H 0.06210 -1.60205 -0.22866
H 1.66970 0.12517 -0.87353
H 0.61923 1.41258 -0.13600
H 0.01573 -0.08719 3.13987
*
```

Löwdin atomic charge list, values in e, 5 entries: -0.047 -0.460 -0.099 0.094 -0.117

---

No. 3
Formula: C16H33NO21S4
Source: the Open Molecules 2025 dataset
Level of theory: the ωB97M-V functional and the def2-TZVPD basis

- gap between HOMO and LUMO (eV) = 9.58
- calculated total energy (Eh) = -3856.66745
- lowest unoccupied orbital energy (eV) = 0.437

The geometry in ORCA input format:
```
! wB97M-V def2-TZVPD RIJCOSX def2/J DEFGRID3
* xyz 0 1
C -3.30077 3.30628 -4.45939
C -1.81249 2.60529 -4.35751
O -1.84723 1.36087 -3.52471
C -1.18986 1.65776 -2.23963
C -1.03428 0.36149 -1.24385
O 0.32642 -0.18024 -1.39493
C 1.31110 0.58738 -0.59110
C 2.67430 -0.35347 -0.42328
O 2.89306 -0.57312 1.01504
C 4.31933 -0.53674 1.37773
N 4.95884 0.83634 1.31433
C 6.47535 0.65862 1.45637
O 7.06874 -0.30646 2.16366
O 7.39368 1.63891 0.79249
H -3.92625 2.93255 -3.52471
H -3.11441 4.47860 -4.39107
H -3.84279 3.12682 -5.48867
H -1.09139 3.42633 -3.88854
H -1.37641 2.39749 -5.44188
H -0.10044 2.07102 -2.49530
H -1.73271 2.52099 -1.64831
H -1.22050 0.69678 -0.11349
H -1.78689 -0.51510 -1.51697
H 0.88673 0.97661 0.43048
H 1.60461 1.54168 -1.24427
H 3.53994 0.20694 -0.97780
H 2.40793 -1.40394 -0.91827
H 4.37451 -0.87086 2.52234
H 5.00139 -1.28268 0.78790
H 4.66467 1.43457 2.12566
H 8.09768 1.05628 0.37400
O -3.72926 2.54783 0.47684
S -4.02151 1.13855 0.61706
O -4.18029 0.25148 -0.51178
O -5.32301 0.98318 1.58652
C -4.97845 0.19119 2.72196
C -3.48534 0.42011 2.94093
O -2.92264 0.48951 1.63276
H -5.18548 -0.85668 2.48182
H -5.57337 0.48921 3.58945
H -3.02110 -0.38295 3.51830
H -3.30239 1.37838 3.43849
O 4.81999 -4.28362 -0.59923
S 4.56923 -3.90423 -1.97193
O 5.39370 -2.96111 -2.69108
O 3.01363 -3.43161 -2.09278
C 2.34183 -4.24727 -3.05120
C 3.06745 -5.58983 -3.02428
O 4.44632 -5.26560 -2.86187
H 2.43525 -3.76835 -4.03124
H 1.28367 -4.34470 -2.79414
H 2.91196 -6.16576 -3.93965
H 2.75731 -6.18816 -2.16106
O -5.85731 -4.73059 2.24454
S -6.35289 -3.53290 1.60337
O -6.63953 -2.31487 2.32492
O -7.66341 -3.93393 0.72043
C -7.43894 -3.59192 -0.64626
C -5.92847 -3.68215 -0.84645
O -5.36126 -3.17426 0.35899
H -7.79715 -2.56962 -0.80480
H -7.98406 -4.27377 -1.30444
H -5.58706 -3.10253 -1.70741
H -5.60728 -4.72313 -0.95838
O 2.25652 2.37618 3.89164
S 2.67013 3.51309 3.09950
O 2.18842 3.75592 1.75957
O 4.29981 3.55381 3.08064
C 4.75074 4.79654 3.61682
C 3.66718 5.23427 4.59865
O 2.43516 4.86273 3.98477
H 4.84578 5.50925 2.79125
H 5.72222 4.67214 4.10266
H 3.69186 6.30893 4.79429
H 3.75023 4.69025 5.54547
*
```

Löwdin atomic charge list, values in e, 5 entries: -0.109 -0.248 -0.213 -0.174 -0.154

---

No. 4
Formula: C2H6N2O3S
Source: the Open Molecules 2025 dataset
Level of theory: the ωB97M-V functional and the def2-TZVPD basis

- energy above the lowest of the compared OMol25 structures with the same formula, charge and spin (kJ/mol) = 226.5
- gap between HOMO and LUMO (eV) = 9.85
- calculated total energy (Eh) = -813.14051
- lowest unoccupied orbital energy (eV) = -0.167

The geometry in ORCA input format:
```
! wB97M-V def2-TZVPD RIJCOSX def2/J DEFGRID3
* xyz 0 1
C 0.47945 0.63548 1.51836
C 1.09467 1.09890 0.22398
N -0.80215 0.66755 1.58657
N 0.58848 1.44625 -0.83601
O -0.14276 -1.41789 -2.47001
O -1.66039 -1.26241 -0.39211
O 0.86937 -1.34354 -0.15619
S -0.20214 -1.94599 -0.87761
H 1.06569 0.17089 2.27340
H 2.17466 1.28069 0.37792
H -1.23605 0.29384 2.36674
H -0.45969 1.28523 -1.03947
H -0.05574 -0.49743 -2.78426
H -1.71340 -0.41158 0.20870
*
```

Löwdin atomic charge list, values in e, 5 entries: -0.171 -0.306 0.095 0.100 -0.312

---

No. 5
Formula: C2H10NO2
Source: the Open Molecules 2025 dataset
Level of theory: the ωB97M-V functional and the def2-TZVPD basis

- energy above the lowest of the compared OMol25 structures with the same formula, charge and spin (kJ/mol) = 98.6
- gap between HOMO and LUMO (eV) = 11.77
- calculated total energy (Eh) = -287.15878
- lowest unoccupied orbital energy (eV) = -3.102

The geometry in ORCA input format:
```
! wB97M-V def2-TZVPD RIJCOSX def2/J DEFGRID3
* xyz 1 1
C 1.47154 -0.08206 0.22759
C 1.92435 0.17328 -0.97021
N 0.09051 -0.22191 0.51514
H 2.04444 -0.42361 1.09562
H 3.01352 0.26958 -1.11408
H 1.23814 0.47986 -1.76752
H -0.23145 -0.68887 1.39949
H -0.36366 0.73224 0.61873
H -0.21086 -0.93454 -0.27753
H -1.12150 -2.69181 -1.64489
H -1.97042 -1.53361 -2.14763
O -1.22348 -1.72773 -1.51312
H -1.20787 2.81751 1.51697
H -1.97655 1.96544 2.42768
O -1.47671 1.86623 1.63375
*
```

Löwdin atomic charge list, values in e, 5 entries: -0.210 0.070 0.128 0.131 0.096

---

No. 6
Formula: C24H29CaFN3O4S
Source: the Open Molecules 2025 dataset
Level of theory: the ωB97M-V functional and the def2-TZVPD basis

- energy above the lowest of the compared OMol25 structures with the same formula, charge and spin (kJ/mol) = 21.6
- gap between HOMO and LUMO (eV) = 6.97
- calculated total energy (Eh) = -2573.12179
- lowest unoccupied orbital energy (eV) = 2.434

The geometry in ORCA input format:
```
! wB97M-V def2-TZVPD RIJCOSX def2/J DEFGRID3
* xyz -1 1
Ca -0.29825 0.15967 -0.03723
O -2.46072 2.85396 -1.67513
C -1.62823 2.42609 -0.89004
O -1.83171 1.67056 0.14703
C -0.13536 2.69334 -1.14147
O 0.35234 3.81555 -0.97827
O 0.53094 1.62997 -1.45763
C -4.51800 -0.21475 1.02941
C -3.91408 -1.54509 0.57012
C -4.70174 -2.73400 1.13095
C -3.80839 -1.60797 -0.94319
C -4.96572 -1.51948 -1.71036
C -4.91333 -1.55344 -3.09228
C -3.68084 -1.67005 -3.71436
C -2.50018 -1.76849 -2.98215
C -1.20197 -1.89656 -3.76430
C -0.57327 -3.28763 -3.65780
C -0.16860 -0.81123 -3.45387
C -2.56422 -1.74304 -1.57734
N -1.38624 -1.79416 -0.79402
C -1.07766 -2.98347 -0.22408
C -1.75829 -4.22027 -0.37555
C -1.32402 -5.37880 0.25100
C -0.19762 -5.39774 1.06695
C 0.50208 -4.20608 1.24407
C 0.05124 -3.07935 0.61262
F 0.75668 -1.89770 0.80989
H -4.54557 -0.17179 2.12128
H -5.54319 -0.10638 0.66790
H -3.92618 0.62813 0.66133
H -2.89966 -1.60477 0.97131
H -5.73423 -2.72182 0.77133
H -4.72897 -2.69078 2.22293
H -4.24822 -3.68134 0.83685
H -5.92369 -1.40937 -1.21499
H -5.82015 -1.47201 -3.67977
H -3.62655 -1.67799 -4.79763
H -1.48978 -1.76305 -4.81151
H -0.20838 -3.47997 -2.64788
H 0.27271 -3.36946 -4.34658
H -1.29717 -4.06595 -3.90877
H 0.37343 -1.04267 -2.53462
H -0.62916 0.16992 -3.34088
H 0.56838 -0.75264 -4.25975
H -2.63369 -4.24829 -1.01213
H -1.88492 -6.29357 0.09464
H 0.13048 -6.30583 1.55394
H 1.38464 -4.14188 1.86810
S 1.89321 1.14347 1.80324
C 2.89963 1.63926 0.51562
N 3.83466 0.78000 0.05853
C 4.55605 0.94249 -1.19918
C 3.78450 1.89322 -2.09483
C 3.48926 3.15688 -1.30938
N 2.80195 2.82923 -0.06201
H 3.84381 -0.11011 0.53109
H 4.65646 -0.03856 -1.66437
H 5.56333 1.32896 -1.01347
H 2.83478 1.44288 -2.39115
H 4.36699 2.12696 -2.98572
H 2.82435 3.81510 -1.86283
H 4.41738 3.69507 -1.09267
H 1.90744 3.30488 0.04018
*
```

Löwdin atomic charge list, values in e, 5 entries: 1.346 0.049 -0.624 -0.227 -0.596

---

- calculated total energy of number 3 (C16H33NO21S4)?
  -3856.66745 Eh

---

- Which formula does entry 2 have?
  C4H7NO